Entry 1:
A molecular structure, C33H47GaN8O4PS, computed with the ωB97M-V functional and the def2-TZVPD basis.

CARTESIAN COORDINATES (ANGSTROEM)
C 2.66641 0.29085 4.06959
S 2.33726 -1.42148 3.66791
O 1.01092 -1.66957 4.23121
O 3.42785 -2.19749 4.23929
Ga 2.17619 -1.78721 1.32960
O 3.65370 -2.80082 0.83304
P 2.16427 0.38087 0.35921
O 0.73564 0.83275 0.18461
H 2.40952 0.43239 5.11103
H 2.01807 0.90312 3.45728
H 3.71200 0.51709 3.91994
H 0.87422 -2.58978 1.00747
H 4.47593 -2.33678 1.05568
H 2.81352 1.32315 1.19188
H 2.88103 0.46219 -0.86183
N -2.06457 0.83962 0.81890
C -3.40132 1.08886 0.74499
C -3.99840 0.52242 1.84589
C -2.96548 -0.08888 2.60765
C -1.78401 0.12986 1.94232
H -1.36766 1.12968 0.15077
H -3.81411 1.64915 -0.07915
H -5.05160 0.54820 2.08074
H -3.07351 -0.62445 3.53499
H -0.77202 -0.15472 2.16403
N 3.75276 -4.67130 -1.38353
C 3.68216 -4.31122 -2.69579
C 3.86397 -5.43428 -3.46277
C 4.04661 -6.52044 -2.56657
C 3.97078 -6.01208 -1.29253
H 3.65925 -4.03129 -0.60061
H 3.50953 -3.28672 -2.97525
H 3.86431 -5.46930 -4.53965
H 4.21358 -7.55291 -2.82466
H 4.05337 -6.49217 -0.33306
N 0.54471 -3.59510 6.47047
C -0.80710 -3.44916 6.52164
C -1.25469 -4.04308 7.67516
C -0.11629 -4.56494 8.34694
C 0.97797 -4.26861 7.57371
H 1.12693 -3.24043 5.72496
H -1.33226 -2.93451 5.73633
H -2.28049 -4.09439 8.00011
H -0.10115 -5.09393 9.28542
H 2.02347 -4.47981 7.71620
N 4.42113 3.64576 -2.12567
C 5.72130 4.03764 -1.95997
C 5.87875 4.41700 -0.65414
C 4.62383 4.24567 -0.00811
C 3.74574 3.76813 -0.94285
H 4.02210 3.31797 -2.98527
H 6.41828 4.01153 -2.77914
H 6.79160 4.77590 -0.21022
H 4.39317 4.44768 1.02385
H 2.70474 3.50265 -0.86767
N -6.34265 0.32433 -0.91930
C -6.09421 0.89884 -2.12955
C -7.25409 0.86829 -2.85766
C -8.23932 0.23895 -2.04649
C -7.64202 -0.08770 -0.85549
H -5.65426 0.21714 -0.19377
H -5.11261 1.27354 -2.35801
H -7.38084 1.24630 -3.85795
H -9.26602 0.04629 -2.30790
H -8.03008 -0.56907 0.02490
N -5.49112 4.13947 1.97481
C -4.29031 3.99297 2.60931
C -4.30538 4.79233 3.72046
C -5.56990 5.44362 3.75742
C -6.27959 5.01864 2.66622
H -5.75391 3.67028 1.12759
H -3.53628 3.33481 2.21652
H -3.50196 4.89529 4.42956
H -5.91841 6.14123 4.50028
H -7.27044 5.26329 2.32556
N 4.99443 -1.66627 -5.09180
C 3.75844 -1.89920 -5.62625
C 3.93031 -2.26991 -6.93258
C 5.32749 -2.25866 -7.19469
C 5.95666 -1.88485 -6.03752
H 5.16966 -1.38510 -4.14500
H 2.86711 -1.78813 -5.03360
H 3.14340 -2.52484 -7.62154
H 5.81411 -2.50314 -8.12353
H 7.00002 -1.76099 -5.80673
N -1.28219 2.52260 -3.03232
C -1.01073 3.10721 -4.23699
C -2.16437 3.10194 -4.97578
C -3.17223 2.48879 -4.18344
C -2.59468 2.14690 -2.98967
H -0.61747 2.38229 -2.29165
H -0.02555 3.47372 -4.46611
H -2.27320 3.49086 -5.97378
H -4.19907 2.31725 -4.45947
H -2.99815 1.66579 -2.11702

Forces on atoms 1 to 6 (eV/Å):
-0.050 -0.105 -0.039
-0.018 0.057 -0.143
-0.437 -0.069 0.166
0.401 -0.160 0.216
0.102 -0.557 -0.253
0.301 0.592 0.071

**E_HOMO**: -5.88 eV
**Total charge**: -1
**Relative energy (zero: lowest compared OMol25 entry of this formula, charge and spin)**: 0.0 kcal per mole
**Kohn-Sham gap**: 7.531 eV
**F_max**: 0.014 Eh/bohr

Entry 2:
A molecular structure, C27H21N3O5Pd, computed with the ωB97M-V functional and the def2-TZVPD basis.

CARTESIAN COORDINATES (ANGSTROEM)
Pd -0.91743 0.61821 0.32580
O -6.54156 0.34849 -0.31239
C -6.10770 -0.93940 -0.31908
C -7.02516 -1.98614 -0.38966
C -6.60312 -3.30187 -0.42465
C -5.24707 -3.59867 -0.39754
C -4.33777 -2.55964 -0.33621
C -4.73958 -1.22098 -0.28943
C -3.64873 -0.21216 -0.19253
O -2.49032 -0.60043 -0.54029
N -3.93574 1.00686 0.26915
N -2.78108 1.69683 0.35891
C -2.78658 2.96868 0.45571
C -1.48736 3.63411 0.46442
C -1.36728 5.00906 0.60888
C -0.10866 5.58093 0.57192
C 0.99632 4.76549 0.39009
C 0.79847 3.40201 0.25701
N -0.41208 2.84589 0.28923
H -7.50374 0.34059 -0.36470
H -8.08477 -1.75284 -0.41941
H -7.33784 -4.09569 -0.47435
H -4.90419 -4.62362 -0.42238
H -3.27561 -2.75858 -0.31114
H -3.72098 3.52000 0.47007
H -2.25698 5.60806 0.74792
H 0.00876 6.65116 0.68048
H 1.99783 5.16867 0.34896
H 1.62555 2.72288 0.11037
O 1.49746 0.51959 -0.29065
C 2.06865 -0.78197 -0.00766
C 0.94031 -1.74033 0.46081
O 1.13411 -2.93835 0.47688
O -0.10289 -1.15033 0.94183
C 3.01298 -0.62592 1.18192
C 3.75016 -1.73245 1.59433
C 4.62528 -1.63172 2.66224
C 4.77668 -0.42627 3.33683
C 4.03839 0.67432 2.93570
C 3.15856 0.57469 1.86297
C 2.84830 -1.20581 -1.25114
C 2.67974 -2.41855 -1.91089
C 3.43108 -2.70303 -3.04663
C 4.35351 -1.79230 -3.53395
C 4.53024 -0.58071 -2.87682
C 3.78649 -0.29583 -1.74473
H 1.27210 0.52213 -1.23079
H 3.62470 -2.67442 1.07515
H 5.19338 -2.50005 2.97024
H 5.46226 -0.34964 4.17089
H 4.14112 1.61682 3.45879
H 2.57856 1.43535 1.56867
H 1.97045 -3.13640 -1.52966
H 3.28874 -3.65080 -3.55025
H 4.93487 -2.02270 -4.41744
H 5.25485 0.13666 -3.24069
H 3.94434 0.64010 -1.22109

Forces on atoms 1 to 6 (eV/Å):
0.515 0.485 -0.154
-0.033 -0.045 0.006
-0.077 0.074 -0.056
-0.031 0.005 0.012
0.002 -0.008 0.003
-0.010 0.075 0.002

**E_HOMO (alpha / beta)**: -8.27 / -8.26 eV
**Relative energy (zero: lowest compared OMol25 entry of this formula, charge and spin)**: 22.9 kcal per mole
**Kohn-Sham gap (alpha / beta)**: 7.450 / 6.752 eV
**F_max**: 0.014 Eh/bohr
**Expectation value of S²**: 2.01
**Multiplicity**: 3

Entry 3:
A molecular structure, C34H53F5NbO16, computed with the ωB97M-V functional and the def2-TZVPD basis.

CARTESIAN COORDINATES (ANGSTROEM)
F -5.62433 0.91151 -1.29291
C -4.28657 0.55007 -0.93569
F -4.39259 -0.05930 0.30426
F -3.88069 -0.36208 -1.93392
C -3.42799 1.89164 -0.94905
F -3.37231 2.30466 -2.33210
F -4.21733 2.86335 -0.24178
Nb -1.28136 1.71653 -0.16061
H -1.75923 2.14118 1.55193
H -1.44931 -0.03174 0.30278
H -0.78786 1.20398 -1.86115
H -1.07710 3.50637 -0.57137
H 0.47693 1.71536 0.29655
O -5.73675 4.09004 -8.17072
C -5.58323 3.69348 -7.04424
O -4.40967 3.76929 -6.36820
C -4.54478 3.10865 -5.09891
C -6.02805 3.10176 -4.81173
C -6.62743 3.00860 -6.20093
H -4.13332 2.09931 -5.18549
H -3.98485 3.65321 -4.33936
H -6.33322 2.29395 -4.14557
H -6.32072 4.04873 -4.34849
H -6.72884 1.97252 -6.53245
H -7.58318 3.52762 -6.26330
O -3.10113 1.25255 2.90236
C -2.89136 0.43891 3.75960
O -2.26060 0.71578 4.93376
C -2.07991 -0.49870 5.67666
C -3.12140 -1.45186 5.13751
C -3.23586 -1.02550 3.68660
H -1.06236 -0.85978 5.51313
H -2.21829 -0.30144 6.74134
H -2.85207 -2.50184 5.26696
H -4.07506 -1.28373 5.64312
H -2.50483 -1.53231 3.05214
H -4.24496 -1.17143 3.30194
O 0.95655 2.30379 -2.27101
C 1.60488 1.58166 -2.97341
O 1.59704 1.63755 -4.33749
C 2.39043 0.56765 -4.86009
C 3.32879 0.18080 -3.73807
C 2.49589 0.46460 -2.50341
H 1.72458 -0.25230 -5.14630
H 2.92977 0.91006 -5.74550
H 3.67711 -0.85124 -3.80487
H 4.20635 0.83372 -3.74719
H 1.87572 -0.39109 -2.22418
H 3.11316 0.78195 -1.66403
O -4.89749 0.19247 7.01303
C -5.88682 0.27599 6.33657
O -6.71508 -0.76989 6.07181
C -7.72954 -0.35172 5.14892
C -7.79819 1.15263 5.28753
C -6.36560 1.51355 5.62612
H -7.43509 -0.66340 4.14274
H -8.67632 -0.83020 5.40373
H -8.17733 1.65033 4.39407
H -8.45153 1.41873 6.12439
H -5.76004 1.66550 4.72867
H -6.31221 2.38451 6.27762
O 5.29752 1.12956 -0.14961
C 6.07225 0.66195 -0.93822
O 5.70730 -0.13046 -1.98136
C 6.88326 -0.60424 -2.65512
C 7.97050 0.38456 -2.29712
C 7.56961 0.81858 -0.90170
H 7.10432 -1.61202 -2.30128
H 6.70131 -0.63980 -3.73041
H 8.97139 -0.03903 -2.35423
H 7.92868 1.24341 -2.97458
H 7.97831 0.15546 -0.13545
H 7.85016 1.85246 -0.70492
O 0.62929 -0.97216 6.43151
C 1.22504 0.04002 6.68619
O 1.93779 0.74715 5.77303
C 2.60817 1.83137 6.42521
C 1.82872 2.07236 7.69839
C 1.33385 0.68220 8.04394
H 3.64304 1.53431 6.62069
H 2.60937 2.70601 5.77390
H 2.42373 2.53616 8.48676
H 0.97526 2.72487 7.49259
H 2.05972 0.12739 8.64295
H 0.36590 0.71137 8.54276
O -1.08669 -2.51537 -3.25922
C -1.98332 -2.72673 -4.02612
O -1.83549 -3.41477 -5.19520
C -3.06940 -3.39189 -5.92031
C -4.13660 -3.11963 -4.88348
C -3.40473 -2.24858 -3.88071
H -3.01451 -2.60359 -6.67721
H -3.21838 -4.35082 -6.41958
H -5.03128 -2.65339 -5.29923
H -4.43651 -4.05723 -4.40514
H -3.45397 -1.19127 -4.14714
H -3.77028 -2.40687 -2.86911
O 9.19690 -2.28823 -2.73742
C 9.73162 -2.97388 -1.90755
O 10.83431 -2.59570 -1.20887
C 11.27458 -3.68432 -0.38669
C 10.05926 -4.56688 -0.21102
C 9.32298 -4.37059 -1.52127
H 12.09231 -4.19940 -0.89919
H 11.64197 -3.29921 0.56527
H 10.30954 -5.60712 0.00109
H 9.44574 -4.19325 0.61405
H 9.66555 -5.06676 -2.29009
H 8.24378 -4.44163 -1.39169

Forces on atoms 1 to 6 (eV/Å):
1.783 -1.039 0.464
-1.709 0.596 -0.767
0.461 0.871 -2.574
-0.727 1.721 2.570
-0.932 0.163 -0.473
-0.912 -0.466 1.632

**E_HOMO**: -4.16 eV
**Total charge**: -1
**Kohn-Sham gap**: 5.711 eV
**F_max**: 0.062 Eh/bohr

Entry 4:
6 unconnected molecules or ions with the total composition C6H24NO5S, computed with the ωB97M-V functional and the def2-TZVPD basis.

CARTESIAN COORDINATES (ANGSTROEM)
C -2.24203 -1.34130 0.26085
N -0.96975 -0.76702 0.67822
C -0.40120 -1.18709 1.94531
C 1.11089 -1.42564 1.72562
S 2.07422 -0.20246 0.86236
C -0.58223 -0.20286 3.12026
C -2.49537 -1.11345 -1.20583
C -2.92745 0.33353 -1.53578
H -3.06836 -1.14454 0.95483
H -2.12977 -2.39674 0.51538
H -0.93177 0.24699 0.66202
H -0.74626 -2.17996 2.24520
H 1.14981 -2.32953 1.10595
H 1.61454 -1.67990 2.66213
H 0.32802 0.35254 3.36785
H -1.37267 0.54211 2.95712
H -0.91193 -0.72034 4.02324
H -1.55742 -1.32425 -1.68695
H -3.21027 -1.79195 -1.65898
H -2.53447 1.10486 -0.87215
H -4.01382 0.36527 -1.66517
H -2.56386 0.52006 -2.54192
H 2.33941 2.68003 -1.13622
H 1.22475 1.86257 -0.56399
O 1.52428 2.77920 -0.63233
H -0.62601 3.41846 -1.94580
H -0.79943 1.96496 -2.62132
O -1.06824 2.88077 -2.60042
H 0.72169 -2.02687 -1.01965
H 1.74696 -3.12490 -1.01013
O 1.03597 -2.77268 -1.55711
H 0.34024 3.15885 1.21806
H 0.14807 1.69876 1.73885
O -0.18664 2.59868 1.79826
H 2.81836 -0.19249 -1.71233
H 1.65207 -1.13366 -2.53603
O 2.17466 -0.32925 -2.41377

Forces on atoms 1 to 6 (eV/Å):
-0.003 -1.227 1.286
0.390 0.320 -0.098
1.061 0.560 0.420
-0.382 -0.880 -0.164
-0.237 0.220 0.280
-0.789 0.131 0.316

**E_HOMO (alpha / beta)**: -9.36 / -9.33 eV
**Kohn-Sham gap (alpha / beta)**: 9.625 / 6.649 eV
**F_max**: 0.041 Eh/bohr
**Expectation value of S²**: 0.75
**Multiplicity**: 2